[1]
Here is an isolated ion of composition C19H27BNO4 and charge +1 from the Open Molecules 2025 dataset. Energies are from wB97M-V/def2-TZVPD.

Structure (XYZ):
```
52
Properties=species:S:1:pos:R:3:mulliken_charge:R:1
O -0.696 -1.916 -0.035 -0.363
O -0.671 0.240 -2.273 -0.618
O -0.650 0.223 0.434 -0.556
O -0.428 2.671 0.532 -0.317
N -2.625 0.667 -1.060 0.016
C -1.762 -0.362 -3.033 -0.593
C 0.178 1.938 -0.442 0.497
C 3.656 -2.086 0.174 -0.779
C 1.298 2.703 -0.787 -0.927
C 1.490 -1.118 0.667 -0.182
C -0.297 -3.194 -0.580 -0.720
C -2.370 0.073 1.326 -0.040
C 1.637 -1.457 2.016 -0.624
C 3.773 -2.553 1.493 0.977
C -2.937 -0.431 -2.073 -0.650
C -0.417 4.624 1.849 -1.309
C 2.577 -1.297 -0.207 -0.188
C -3.107 1.961 -1.617 -1.034
C 1.334 3.893 -0.004 -0.801
C 4.936 -3.437 1.856 -1.418
C 0.224 3.837 0.815 0.416
C 2.762 -2.208 2.398 -0.901
C -3.329 0.302 0.250 -0.573
C 0.171 -0.798 -0.018 0.546
B -1.046 0.759 -1.020 1.519
H -2.175 -0.938 1.639 0.325
H 2.830 -2.579 3.427 0.289
H -0.966 -3.941 -0.120 0.307
H -1.520 4.586 1.812 0.287
H -0.441 -3.216 -1.676 0.198
H 4.401 -2.387 -0.567 0.378
H 0.873 -1.153 2.734 0.379
H 2.057 4.702 -0.097 0.461
H 2.533 -0.869 -1.212 0.401
H 2.020 2.441 -1.550 0.511
H 4.880 -3.773 2.892 0.354
H -4.102 1.830 -2.055 0.396
H 5.022 -4.320 1.213 0.334
H -0.126 5.679 1.798 0.383
H 5.860 -2.870 1.730 0.334
H -3.903 -0.245 -2.554 0.393
H -2.148 0.901 1.991 0.197
H -3.147 2.708 -0.818 0.378
H 0.506 -0.640 -1.039 0.601
H -4.083 1.069 0.471 0.419
H -3.002 -1.394 -1.544 0.361
H -1.446 -1.361 -3.373 0.351
H 0.751 -3.438 -0.356 0.257
H -0.086 4.224 2.824 0.254
H -1.988 0.285 -3.898 0.370
H -3.881 -0.635 0.074 0.358
H -2.420 2.300 -2.405 0.344
```

Summary:
total charge: +1
highest occupied orbital energy: -10.3 eV
orbital gap: 6.0 eV
total energy: -30487.65169 eV
multiplicity: 1



[2]
Here is C32H36Cl3KN5O9P2 as an isolated structure from the Open Molecules 2025 dataset. Energies are from wB97M-V/def2-TZVPD.

Structure (XYZ):
```
88
Properties=species:S:1:pos:R:3:mulliken_charge:R:1
K -0.308 -1.435 -0.859 1.680
Cl -5.522 -2.029 -0.153 -0.121
Cl -5.125 -1.590 -2.909 0.087
Cl -5.915 0.803 -3.576 -0.628
P 1.680 0.796 0.267 0.694
P -1.436 0.933 0.994 0.919
O 0.290 -4.853 -2.079 -0.660
O 1.353 -3.147 -1.342 -0.469
O -0.092 1.193 -4.034 -0.533
O 0.043 0.870 -6.155 -0.675
O -1.188 -5.151 -6.545 -0.660
O -2.291 -1.846 -2.324 -0.454
O -2.585 -1.686 -0.097 -0.481
O -1.464 -3.380 -7.736 -0.660
O 1.100 -0.824 -2.684 -0.924
N -0.623 2.090 3.401 -0.381
N -0.002 0.478 -5.005 0.987
N 0.697 -3.720 -2.209 1.007
N 2.120 1.845 2.807 -0.300
N -1.120 -3.948 -6.719 1.069
C 1.694 2.328 4.019 0.052
C -4.499 -1.849 -1.491 0.472
C -0.820 2.932 -0.853 -1.993
C 2.260 3.167 6.205 -0.519
C 2.284 -0.796 1.006 -1.637
C -2.529 3.557 0.851 -2.001
C 0.545 -1.525 -3.546 0.781
C 4.355 0.689 -0.563 -1.912
C 3.196 1.673 -0.395 2.193
C -1.444 -3.210 2.273 -0.199
C 2.660 2.686 4.994 -0.635
C -1.985 2.419 -0.003 2.209
C 0.225 -4.718 1.415 -0.285
C -3.082 1.911 -0.954 -1.811
C 1.211 1.554 1.928 -0.005
C -0.184 -3.739 -4.469 -0.272
C -2.943 -1.790 -1.275 0.420
C -2.875 0.641 2.086 -1.508
C 0.740 -3.284 3.282 -0.504
C 0.010 -0.996 -4.785 -0.257
C -0.494 -1.744 -5.798 -0.472
C -0.574 -3.124 -5.628 -0.804
C 1.124 -4.259 2.372 -0.376
C -0.061 2.952 5.572 -0.486
C -0.545 -2.752 3.228 -0.311
C -0.223 1.665 2.242 0.021
C 0.363 -2.979 -3.456 -0.057
C -1.063 -4.200 1.370 -0.484
C 3.667 2.880 0.410 -2.173
C 0.341 2.455 4.307 0.213
C 0.875 3.304 6.498 -0.519
C 2.772 2.159 -1.793 -1.712
H 4.058 2.610 1.390 0.376
H -2.438 -2.787 2.212 0.313
H 1.447 -2.921 4.018 0.385
H -2.637 -0.182 2.761 0.353
H -0.841 -1.276 -6.708 0.615
H -1.182 3.759 -1.471 0.695
H 0.003 3.321 -0.243 0.332
H -0.843 -1.975 3.922 0.390
H 2.657 -1.460 0.228 0.445
H 4.457 3.380 -0.161 0.550
H -4.000 1.634 -0.433 0.357
H 2.307 1.375 -2.392 0.113
H -0.414 2.167 -1.516 0.204
H 2.053 2.979 -1.725 0.298
H -3.390 3.260 1.450 0.346
H 1.443 -1.298 1.501 0.211
H -3.342 2.698 -1.667 0.490
H 0.564 3.687 7.461 0.397
H 0.530 -5.460 0.690 0.370
H -0.297 -4.807 -4.348 0.669
H 4.086 -0.179 -1.168 0.210
H -1.123 3.039 5.762 0.458
H 2.866 3.607 0.567 0.299
H -3.154 1.504 2.690 0.480
H 3.704 2.566 4.735 0.452
H -1.776 3.965 1.528 0.318
H 5.172 1.202 -1.079 0.524
H 2.996 3.443 6.949 0.397
H -3.706 0.311 1.463 0.230
H 3.056 -0.635 1.761 0.532
H 3.656 2.528 -2.323 0.535
H 2.131 -4.657 2.395 0.380
H -2.858 4.366 0.189 0.509
H -2.763 1.055 -1.555 0.117
H -1.769 -4.551 0.628 0.352
H 4.734 0.329 0.395 0.372
```

Summary:
total charge: -1
highest occupied orbital energy: -5.9 eV
orbital gap: 6.2 eV
total energy: -132110.86450 eV
multiplicity: 1



[3]
Here is C20H41N2P3SeSn as an isolated structure from the Open Molecules 2025 dataset. Energies are from wB97M-V/def2-TZVPD.

Structure (XYZ):
```
68
Properties=species:S:1:pos:R:3:mulliken_charge:R:1
Sn 0.857 0.066 0.568 0.415
Se 0.484 -2.729 0.564 0.156
P -1.750 -0.243 -0.949 0.949
P 1.603 -0.562 -2.023 0.808
P 0.240 2.671 0.010 0.887
N -1.669 0.794 2.717 0.114
N -0.574 0.015 2.532 0.172
C 1.591 0.732 -3.306 -1.275
C 2.568 -4.647 0.657 -0.457
C 4.525 -4.460 2.059 -0.082
C 3.401 -0.828 -1.720 -1.166
C 2.824 -2.756 2.179 -0.407
C -1.644 -0.585 4.408 -0.978
C -0.698 3.238 -1.470 -1.289
C 6.297 -0.925 3.570 -0.108
C -3.274 0.549 -0.277 -1.379
C 1.113 -2.104 -2.856 -1.042
C 6.733 -2.167 3.900 -0.236
C 2.095 -3.419 1.177 0.589
C 4.023 -3.280 2.622 -0.417
C -2.297 -2.003 -1.025 -1.465
C -1.842 0.214 -2.739 -1.308
C -0.592 -0.874 3.544 -0.468
C 1.920 3.344 -0.280 -1.204
C 3.766 -5.179 1.114 -0.900
C -0.426 3.721 1.370 -1.351
C -2.316 0.506 3.872 -0.083
H -1.767 2.980 -1.420 0.388
H -1.540 1.256 -2.899 0.261
H -4.115 0.345 -0.955 0.524
H 5.421 -0.479 4.079 0.332
H -1.579 -2.635 -1.569 0.336
H -3.278 -2.071 -1.517 0.529
H 7.746 -2.581 3.745 0.364
H 3.880 -0.994 -2.699 0.516
H 1.895 1.714 -2.927 0.256
H 6.841 -0.265 2.881 0.324
H 4.084 -6.159 0.737 0.433
H 5.497 -4.831 2.377 0.430
H -3.164 1.638 -0.166 0.313
H 2.373 3.046 -1.237 0.312
H -3.507 0.117 0.705 0.397
H 2.594 0.017 1.090 0.067
H -2.384 -2.382 0.002 0.401
H 1.822 -2.297 -3.669 0.506
H -1.922 1.524 2.044 0.028
H -1.520 3.857 1.307 0.396
H -0.189 3.299 2.359 0.401
H -0.625 4.335 -1.521 0.557
H -2.887 0.104 -3.064 0.542
H 1.818 4.438 -0.265 0.483
H -1.865 -1.115 5.312 0.460
H 2.311 0.432 -4.073 0.533
H 0.621 0.870 -3.797 0.380
H 2.621 3.049 0.515 0.386
H 0.056 4.706 1.292 0.470
H 2.489 -1.791 2.562 0.389
H 3.578 -1.702 -1.075 0.302
H 0.135 -1.669 3.546 0.513
H 3.867 0.044 -1.236 0.357
H 1.958 -5.174 -0.078 0.471
H 6.055 -2.802 4.480 0.460
H 1.152 -2.942 -2.147 0.233
H 4.587 -2.722 3.366 0.029
H -0.298 2.837 -2.411 0.293
H -1.207 -0.438 -3.354 0.349
H -3.208 1.049 4.187 0.489
H 0.102 -2.075 -3.278 0.315
```

Summary:
total charge: +4
highest occupied orbital energy (spin up / spin down): -19.5 / -19.5 eV
orbital gap (spin up / spin down): 5.6 / 3.8 eV
total energy: -123385.51238 eV
multiplicity: 1



[4]
Here is a 6-piece molecular cluster, C4H22N2O5S overall from the Open Molecules 2025 dataset. Energies are from wB97M-V/def2-TZVPD.

Structure (XYZ):
```
34
Properties=species:S:1:pos:R:3:mulliken_charge:R:1
S -2.871 1.673 -0.586 -0.192
O -0.670 -1.235 2.081 -0.645
O -2.849 -1.947 -0.736 -0.614
O 1.928 2.261 2.558 -0.621
O 2.304 -1.410 1.906 -0.609
O 1.554 -3.587 0.671 -0.646
N 1.067 2.260 -0.290 -0.379
N 1.160 -0.582 -1.011 0.121
C 0.276 0.397 -1.666 -1.142
C -0.059 1.438 -0.572 0.585
C 1.545 -1.586 -2.001 -1.032
C -1.279 2.229 -1.156 -0.883
H 2.719 1.780 2.816 0.293
H -1.256 3.269 -0.826 0.412
H 1.142 2.626 0.642 0.181
H 3.029 -1.880 1.485 0.287
H 2.354 -1.269 -2.670 0.315
H -2.288 -1.970 -1.518 0.320
H 1.427 -2.700 0.300 0.252
H -0.682 -0.058 -1.905 0.303
H 1.669 2.476 -1.053 0.183
H -2.855 0.354 -0.758 0.055
H 0.806 0.920 -2.469 0.391
H 1.291 2.231 3.279 0.301
H 0.675 -1.908 -2.556 0.360
H 1.828 -0.157 -0.382 0.174
H -0.521 -1.131 1.129 0.325
H -0.457 0.896 0.282 -0.109
H 0.639 -3.891 0.717 0.322
H -0.332 -0.376 2.368 0.329
H -2.791 -2.833 -0.354 0.297
H 1.909 -2.487 -1.533 0.409
H 1.682 -2.052 2.260 0.366
H -1.122 2.388 -2.230 0.290
```

Summary:
highest occupied orbital energy: -8.3 eV
orbital gap: 8.5 eV
total energy: -28556.96498 eV
multiplicity: 1



Asked for max |F| across the records above, the calculation gives 0.0811, 0.0295, 0.0566, 0.0625 hartree/bohr in order.